--- a ---
Below is a cluster of 2 separate species, C4H14N4 in total, with properties calculated with the ωB97M-V functional and the def2-TZVPD basis.

```
22
Properties=species:S:1:pos:R:3:lowdin_charge:R:1
N -1.4115 1.5807 -1.0915 0.017
C -1.6645 0.1854 -1.0176 -0.302
N -0.9843 -0.5041 0.1471 -0.366
N -1.5656 0.0081 1.3344 0.027
N -1.1833 -1.9193 0.0914 0.031
H -1.7373 2.0403 -0.2482 0.063
H -0.4043 1.7384 -1.1549 0.046
H -1.2673 -0.3021 -1.9127 0.107
H -2.7493 0.0076 -0.9645 0.110
H -2.3385 -0.5792 1.6570 0.075
H -0.8591 0.0006 2.0677 0.071
H -2.1304 -2.1337 -0.2294 0.066
H -0.5394 -2.3064 -0.5913 0.066
C 1.3897 1.4329 0.5369 -0.026
C 1.4383 0.1401 0.0702 -0.227
C 2.7819 -0.5559 0.0454 -0.120
H 2.3130 1.9509 0.7625 0.041
H 0.6196 1.7455 1.2281 0.037
H 0.8867 -0.3628 -0.7227 0.075
H 3.1580 -0.4960 -0.9776 0.072
H 3.5045 -0.0517 0.6862 0.064
H 2.7431 -1.6195 0.2835 0.073
```

Properties
Kohn-Sham gap: 9.09 eV
M: 118.18 g mol⁻¹
HOMO: -8.19 eV
SMILES string: NCN(N)N.C=CC

--- b ---
Below is an isolated molecule of C4H14N4, with properties calculated with the ωB97M-V functional and the def2-TZVPD basis.

```
22
Properties=species:S:1:pos:R:3:lowdin_charge:R:1
C 0.4102 -1.4141 1.5143 -0.129
N -0.3989 -0.4707 0.7641 -0.093
C 0.1936 0.1596 -0.4529 -0.666
C 0.5942 -0.9197 -1.4567 -0.028
N -0.8333 0.9929 -1.0060 0.005
C -2.2571 0.1861 -0.8231 -0.059
N 1.3736 0.9818 -0.1690 -0.066
N 1.1354 1.9381 0.8615 -0.007
H -0.1725 -1.7909 2.3585 0.078
H 1.3334 -0.9767 1.9214 0.064
H 0.6812 -2.2556 0.8776 0.071
H -0.6912 0.2978 1.3812 0.106
H 1.5285 -1.4077 -1.1803 0.071
H -0.1747 -1.6821 -1.5122 0.076
H 0.7030 -0.4453 -2.4292 0.084
H -0.8776 1.8426 -0.4300 0.079
H -2.9659 0.9663 -1.0916 0.052
H -2.2205 -0.5522 -1.6224 0.055
H -2.6396 -0.2729 0.0954 0.058
H 2.1822 0.3947 0.0234 0.103
H 1.6074 2.7980 0.6099 0.074
H 1.4885 1.6302 1.7662 0.072
```

Properties
Kohn-Sham gap: 9.36 eV
M: 118.18 g mol⁻¹
HOMO: -8.41 eV
SMILES string: CNC(C)(NC)NN

Referenced to the most stable arrangement, the calculated values in kJ/mol are a 244.4; b 0.0.

--- a ---
Below is a structure of composition C3H8IN2O, with properties calculated with the ωB97M-V functional and the def2-TZVPD basis.

```
15
Properties=species:S:1:pos:R:3:lowdin_charge:R:1
C -1.0407 0.5835 0.6153 -0.184
C -0.2745 -0.3503 2.8537 -0.094
C -0.4937 0.5930 -2.4869 0.006
N -0.9471 0.6566 1.9532 -0.562
N -0.3372 -0.2373 -0.1200 0.046
O -0.5425 -0.4655 -1.4474 -0.117
I -2.2045 2.0212 2.8304 1.032
H -1.7640 1.3041 0.2371 0.108
H -1.0585 -1.0763 3.3058 0.130
H 0.4727 -0.9375 2.2858 0.082
H 0.2422 0.1481 3.6607 0.075
H -0.9672 1.5946 -2.1560 0.121
H -0.8947 0.0601 -3.3632 0.113
H 0.4195 0.8906 -2.8346 0.046
H 0.3057 -0.9856 0.2205 0.196
```

Properties
Charge: +1
Kohn-Sham gap: 8.75 eV
M: 215.01 g mol⁻¹
HOMO: -13.54 eV

--- b ---
Below is the ion C3H8IN2O with charge +1, with properties calculated with the ωB97M-V functional and the def2-TZVPD basis.

```
15
Properties=species:S:1:pos:R:3:lowdin_charge:R:1
C -1.2015 1.5813 0.6555 -0.004
N -0.8602 0.8245 -0.5961 0.059
C -0.0385 -0.2188 -0.6284 -0.402
N 0.1104 -1.1940 -1.5484 0.202
C 0.8875 -0.5815 0.5194 -0.664
O 1.2812 -1.8916 0.9286 -0.104
I 2.7973 0.3194 -0.1602 0.930
H -0.4977 2.3982 0.6960 0.090
H -2.2441 1.9284 0.6429 0.105
H -1.0190 0.8891 1.5828 0.118
H -1.3581 0.9796 -1.5086 0.195
H -0.0254 -1.0893 -2.5596 0.158
H 0.7228 -1.9148 -1.3406 0.083
H 0.5722 -0.0279 1.5152 0.117
H 0.8731 -2.0025 1.8016 0.116
```

Properties
Charge: +1
Kohn-Sham gap: 9.04 eV
M: 215.01 g mol⁻¹
HOMO: -13.59 eV
SMILES string: C/[NH+]=C(/N)[C@@H](O)I

Referenced to the most stable arrangement, the calculated values in kJ/mol are a 262.2; b 0.0.

--- a ---
Below is the ion C4H10NO with charge -2, with properties calculated with the ωB97M-V functional and the def2-TZVPD basis.

```
16
Properties=species:S:1:pos:R:3:lowdin_spin:R:1
C 0.3747 -1.7416 0.0821 0.016
O 0.3835 -2.7043 -0.8605 0.004
C -1.1313 -0.9084 0.1455 0.013
C -0.7018 0.4500 0.6132 0.184
C -0.0212 1.1623 -0.7116 0.145
N 1.2234 1.8416 -0.3451 0.131
H 0.5492 -2.1060 1.0726 0.007
H 1.1371 -0.9787 -0.1415 0.009
H -1.6044 -0.9017 -0.8379 0.001
H -1.5376 -1.5545 0.9582 0.007
H -1.4885 1.1260 1.1285 0.108
H 0.1337 0.4017 1.3261 0.056
H -0.7204 1.7867 -1.1851 0.059
H 0.2034 0.3342 -1.4943 0.005
H 2.0296 1.2658 0.0143 0.089
H 1.1707 2.5271 0.2353 0.165
```

Properties
Charge: -2
Kohn-Sham gap (alpha / beta): 2.82 / 6.43 eV
<S²>: 0.751
M: 88.13 g mol⁻¹
HOMO (alpha / beta): 4.50 / 0.86 eV
2S+1: 2

--- b ---
Below is a cluster of 2 separate species, C4H10NO in total, with properties calculated with the ωB97M-V functional and the def2-TZVPD basis.

```
16
Properties=species:S:1:pos:R:3:lowdin_spin:R:1
C -0.6023 0.7506 1.3309 0.010
O -1.0395 0.4999 0.0884 0.025
C 0.9318 0.7320 1.4430 0.007
C 1.5325 -0.6065 1.0273 0.023
H -1.0277 0.0124 2.0734 0.002
H -0.9169 1.7522 1.7429 0.002
H 1.2380 0.9813 2.4737 0.002
H 1.2769 1.5164 0.7645 0.002
H 2.6244 -0.5804 1.0957 0.006
H 1.2529 -0.8278 -0.0010 0.002
H 1.1322 -1.4121 1.6464 0.004
C -1.4946 -0.6439 -3.0553 0.599
N -0.3819 -0.6200 -2.4657 0.006
H -1.5973 -1.0707 -4.0692 0.225
H -2.4041 -0.2385 -2.5953 0.085
H -0.5244 -0.2450 -1.4999 -0.001
```

Properties
Charge: -2
Kohn-Sham gap (alpha / beta): 2.00 / 6.59 eV
<S²>: 0.752
M: 88.13 g mol⁻¹
HOMO (alpha / beta): 4.65 / -0.09 eV
2S+1: 2

Referenced to the most stable arrangement, the calculated values in kJ/mol are a 119.4; b 0.0.

--- a ---
Below is an isolated molecule of C3H3NOS2, with properties calculated with the ωB97M-V functional and the def2-TZVPD basis.

```
10
Properties=species:S:1:pos:R:3:lowdin_charge:R:1
O -2.1219 1.2791 -0.9062 -0.006
C -1.1754 0.7453 -0.2659 -0.623
C -0.3848 -0.4428 -0.7836 -0.144
N 0.7521 -0.5059 0.0639 -0.092
C 0.8651 0.2151 1.1468 -1.120
S 2.2096 0.1401 2.2288 0.507
S -0.5467 1.2918 1.2964 1.037
H -0.9698 -1.3084 -0.9580 0.127
H -0.0745 -0.1270 -1.7859 0.143
H 1.4462 -1.2873 -0.0362 0.171
```

Properties
Kohn-Sham gap: 8.82 eV
M: 133.20 g mol⁻¹
HOMO: -8.88 eV
SMILES string: O=C1CNC(=S)S1

--- b ---
Below is an isolated molecule of C3H3NOS2, with properties calculated with the ωB97M-V functional and the def2-TZVPD basis.

```
10
Properties=species:S:1:pos:R:3:lowdin_charge:R:1
C 0.5266 -1.9295 -1.0019 -0.527
C -1.8470 0.8296 0.1940 -0.683
C 1.2890 -0.8804 -0.9690 -0.310
N -0.7424 1.4523 0.4999 -0.025
O 1.9504 0.1092 -0.8089 0.113
S -2.0896 -0.7177 0.1033 0.621
S -0.3583 -2.1377 0.5433 0.515
H 0.5676 -2.6337 -1.8164 0.069
H 0.0948 1.0514 1.0486 0.137
H -0.5902 2.4148 0.2498 0.090
```

Properties
Kohn-Sham gap: 8.43 eV
M: 133.20 g mol⁻¹
HOMO: -8.37 eV

Referenced to the most stable arrangement, the calculated values in kJ/mol are a 0.0; b 228.9.

--- a ---
Below is an isolated molecule of C12H16N2S, with properties calculated with the ωB97M-V functional and the def2-TZVPD basis.

```
31
Properties=species:S:1:pos:R:3:lowdin_charge:R:1
C 2.6125 -1.8451 -2.5402 -0.125
C 1.3149 -1.0874 -2.2299 -0.201
C 1.2687 -0.7246 -0.6503 -0.395
C 2.3098 0.3717 -0.2549 -0.030
N -0.0015 -0.4188 -0.1051 0.039
C -1.1399 -0.3121 -0.7405 -0.193
C -2.3041 0.2794 -0.1951 -0.012
C -2.5928 0.8287 1.0797 -0.192
C -3.4066 1.8931 1.2344 -0.070
C -3.4116 2.7834 2.2621 -0.060
C -2.4985 2.5588 3.2975 -0.056
C -1.7356 1.3846 3.2486 -0.034
C -1.8753 0.4324 2.2584 -0.256
N -1.1582 -0.7416 2.5152 -0.486
S -1.4244 -2.1554 1.8603 0.689
H 3.0864 -2.2984 -1.6132 0.090
H 2.5284 -2.6393 -3.2722 0.058
H 3.4107 -1.2707 -2.9886 0.059
H 1.3774 -0.2197 -2.9094 0.105
H 0.3471 -1.4878 -2.4506 0.071
H 1.4190 -1.7533 -0.2704 0.134
H 2.1285 0.4611 0.8675 0.098
H 3.3038 0.1286 -0.5655 0.060
H 2.0923 1.2682 -0.7134 0.041
H -1.3120 -0.4230 -1.8022 0.104
H -2.9545 0.6352 -0.9671 0.099
H -4.0133 2.0758 0.4115 0.101
H -4.0849 3.5845 2.2317 0.091
H -2.2176 3.1834 4.0638 0.074
H -0.8930 1.2881 4.0034 0.136
H -0.4055 -0.6381 3.1352 0.059
```

Properties
Kohn-Sham gap (alpha / beta): 6.62 / 6.83 eV
M: 220.34 g mol⁻¹
HOMO (alpha / beta): -7.58 / -7.50 eV
SMILES string: CC[C@@H](C)/N=C/C=C1/C=CC=C/C1=[NH+]/[S-]

--- b ---
Below is an isolated molecule of C12H16N2S, with properties calculated with the ωB97M-V functional and the def2-TZVPD basis.

```
31
Properties=species:S:1:pos:R:3:lowdin_charge:R:1
C 3.8881 -1.5645 1.3203 -0.123
C 4.1008 -0.1892 0.7014 -0.305
C 3.0751 0.1289 -0.3823 -0.648
C 3.4259 1.3968 -1.1443 -0.131
S 1.4178 0.3079 0.4034 0.907
C 0.3615 -0.1901 -1.0114 -0.373
C -1.0671 -0.1554 -0.6249 -0.420
N -1.9311 -1.0836 -0.9096 0.164
C -3.1275 -0.6489 -0.3941 -0.232
C -4.3851 -1.2405 -0.4111 -0.020
C -5.4184 -0.5628 0.2012 -0.103
C -5.2227 0.6738 0.8195 -0.103
C -3.9829 1.2808 0.8469 -0.029
C -2.9410 0.6062 0.2334 -0.196
N -1.6129 0.8977 0.0570 0.147
H 4.6275 -1.7481 2.0956 0.070
H 2.8983 -1.6301 1.7654 0.048
H 3.9806 -2.3425 0.5649 0.075
H 4.0434 0.5765 1.4782 0.109
H 5.0972 -0.1398 0.2543 0.113
H 2.9854 -0.7181 -1.0683 0.106
H 3.5038 2.2363 -0.4570 0.077
H 4.3791 1.2747 -1.6557 0.079
H 2.6676 1.6295 -1.8892 0.064
H 0.6258 -1.2025 -1.3148 0.089
H 0.5551 0.5070 -1.8308 0.084
H -4.5342 -2.1954 -0.8885 0.108
H -6.4080 -0.9955 0.2063 0.097
H -6.0627 1.1659 1.2870 0.098
H -3.8316 2.2371 1.3252 0.106
H -1.1078 1.6879 0.4219 0.143
```

Properties
Kohn-Sham gap: 9.14 eV
M: 220.34 g mol⁻¹
HOMO: -8.43 eV
SMILES string: CC[C@H](C)SCc1nc2ccccc2[nH]1

Referenced to the most stable arrangement, the calculated values in kJ/mol are a 474.5; b 0.0.